{
  "formula": "C4H3O4Zn",
  "method": "ωB97M-V with the def2-TZVPD basis set",
  "homo_ev": [-16.801, -18.758],
  "orbital_gap_ev": [4.7, 6.6],
  "e_tot_ev": -60780.835,
  "multiplicity": 2,
  "relative_energy_kj_mol": 0.0,
  "charge": 2,
  "symbols": ["C", "C", "O", "O", "C", "H", "H", "H", "O", "Zn", "C", "O"],
  "xyz": [[0.79545, -2.28339, 1.01243], [0.77639, 0.68680, 1.51153], [-0.36242, -2.18906, 1.26019], [1.71188, -1.39850, 0.73155], [1.41693, -0.02743, 0.58994], [0.73074, 1.76902, 1.38989], [0.37376, 0.24654, 2.42362], [1.93373, 0.38468, -0.27617], [-1.87801, 0.52170, -2.55396], [-2.68837, 0.11692, -4.13691], [-1.50907, 0.87114, -1.49715], [-1.30101, 1.30158, -0.45495]],
  "forces_ev_per_a": [[-3.67, 8.04, 0.29], [0.77, -1.09, -0.44], [4.44, -3.28, -0.67], [-0.09, -6.36, 0.56], [-0.93, 3.17, 0.67], [-0.09, -0.29, -0.04], [-0.03, 0.16, -0.11], [0.02, -0.54, 0.15], [1.61, 0.10, 1.88], [-1.45, -0.65, -2.81], [-0.84, 1.43, 1.55], [0.26, -0.69, -1.02]]
}